Record 1
The following is a quantum chemistry calculation of a 2-piece molecular cluster, C4H7N3S overall at a distorted geometry, from OMol25.

- Max |F|: 0.0728 hartree/bohr

The geometry in ORCA input format:
```
! RIJCOSX wB97M-V def2-TZVPD def2/J DEFGRID3
* xyz 0 1
C -2.89591 0.39591 0.29990
C -0.63338 0.91925 0.02425
C -0.93628 -0.44326 -0.08173
C 2.92396 -0.31752 -0.46078
N -2.25489 -0.70866 0.03671
N -1.93712 1.40447 0.33207
N -0.18060 -1.55743 -0.39151
S 4.26815 0.02931 0.47921
H -3.94441 0.63407 0.31656
H 0.31516 1.32457 0.37138
H 2.60288 0.76756 -0.67634
H -2.11227 2.34131 0.75462
H -0.64942 -2.33113 -0.79645
H 0.71413 -1.22520 -0.74488
H 4.72002 -1.23324 0.53698
*
```

***

Record 2
The following is a quantum chemistry calculation of an isolated ion of composition C3H4N5 and charge -1 at a distorted geometry, from OMol25.

- Max |F|: 0.0752 hartree/bohr

The geometry in ORCA input format:
```
! RIJCOSX wB97M-V def2-TZVPD def2/J DEFGRID3
* xyz -1 1
C -0.76844 -0.51993 2.16438
C 0.21567 -0.19238 1.10316
C -0.38210 0.09889 -0.27387
N -1.86042 -0.49530 4.06335
N -0.66867 -0.43901 3.55834
N -2.13909 -0.60618 1.84796
N -2.71362 -0.59735 3.02872
N 1.48271 -0.14482 1.33840
H -0.44573 -0.86834 -0.70328
H 0.12739 0.87703 -0.85306
H -1.45497 0.54463 0.01173
H 1.95609 -0.08206 0.36089
*
```

***

Record 3
The following is a quantum chemistry calculation of a 3-piece molecular cluster, C3H2O3S overall at a distorted geometry, from OMol25.

- Max |F|: 0.0899 hartree/bohr

The geometry in ORCA input format:
```
! RIJCOSX wB97M-V def2-TZVPD def2/J DEFGRID3
* xyz 0 1
C 2.79932 1.33034 -0.94580
C 3.35000 -1.82909 0.03049
C 0.02933 -0.00077 0.20575
O 2.56019 -2.59250 -0.22869
O 1.20630 -0.14097 0.22657
O 4.15997 -1.08731 0.25833
S 3.58629 2.03532 0.14108
H -0.80492 -0.45354 0.72813
H -0.32846 0.67740 -0.51954
*
```

***

Record 4
The following is a quantum chemistry calculation of a 2-piece molecular cluster, C2H5NO2 overall at a distorted geometry, from OMol25.

- Max |F|: 0.0909 hartree/bohr
- Structure (SMILES): NC=O.C=O

The geometry in ORCA input format:
```
! RIJCOSX wB97M-V def2-TZVPD def2/J DEFGRID3
* xyz 0 1
N 1.37769 -0.25119 -2.09652
C 0.44805 0.22482 -1.19125
O 0.45588 0.09984 0.05241
H 1.28340 0.04151 -3.09595
H 2.20046 -0.35147 -1.67037
H -0.21041 0.75921 -1.72574
C -1.22560 -0.13284 2.41899
O -1.49713 -1.28311 2.44941
H -1.32592 0.49003 1.48687
H -1.50640 0.40320 3.37213
*
```

***

Record 5
The following is a quantum chemistry calculation of a single C5H8ClN molecule at a distorted geometry, from OMol25.

- Max |F|: 0.0738 hartree/bohr
- Structure (SMILES): C=C(C)/N=C(/C)Cl

The geometry in ORCA input format:
```
! RIJCOSX wB97M-V def2-TZVPD def2/J DEFGRID3
* xyz 0 1
C -1.18716 1.55891 -0.83493
C -0.57008 0.37865 -0.97210
C -0.94357 -0.73790 -1.97411
N 0.55170 -0.09062 -0.04759
C 0.58254 -0.21041 1.19189
C 1.87868 -0.44589 2.01138
Cl -0.75735 0.07557 2.29008
H -0.94346 2.22430 0.04244
H -1.87274 1.95328 -1.74347
H -0.11188 -1.27211 -2.32298
H -1.55771 -1.43500 -1.37399
H -1.42095 -0.18005 -2.81042
H 2.28888 0.45032 2.48931
H 1.48315 -1.11784 2.74403
H 2.57997 -1.15122 1.31046
*
```

***

Record 6
The following is a quantum chemistry calculation of a 2-piece molecular cluster, C3H3FP2 overall at a distorted geometry, from OMol25.

- Max |F|: 0.1054 hartree/bohr

The geometry in ORCA input format:
```
! RIJCOSX wB97M-V def2-TZVPD def2/J DEFGRID3
* xyz 0 1
C -1.76724 0.69639 0.98922
C -1.15070 -0.27285 1.27496
C 1.51181 0.05477 -0.84573
F -1.19244 -1.45275 1.95642
P -0.17987 0.01481 -1.55512
P 0.98301 -1.58124 -0.98083
H -2.19713 1.60330 0.59415
H 2.27730 0.40167 -1.56748
H 1.71525 0.53591 0.13440
*
```

***

no.,gap between HOMO and LUMO (eV),electronic energy (Eh),highest occupied orbital energy (eV)
1,6.9,-718.9405,-7.4
2,8.5,-390.4898,-4.5
3,10.3,-739.3285,-10.0
4,10.0,-284.3765,-9.3
5,10.0,-710.1954,-9.2
6,7.5,-898.4873,-8.3